The following is a quantum chemistry calculation of C42H44P2Re as an isolated structure at a distorted geometry, from OMol25.

```
89
Properties=species:S:1:pos:R:3:forces:R:3
Re 0.327 -0.101 -5.093 2.4 2.9 7.9
C -2.556 0.136 -1.850 0.5 -0.4 -2.8
C -2.952 0.342 -3.138 1.9 -1.3 0.9
C -2.954 1.662 -3.832 -0.6 0.9 -0.7
C -1.662 2.514 -4.136 -0.3 -0.2 0.2
C -0.285 1.968 -3.806 0.8 1.1 1.7
C 0.074 1.959 -2.432 0.3 -1.1 -4.2
C -0.882 2.192 -1.403 -0.4 0.0 2.4
C -2.116 1.266 -1.016 -0.2 0.5 0.7
C 2.262 -0.664 -4.791 0.4 -0.8 -0.1
H -2.377 -0.889 -1.488 -0.5 0.5 -0.1
H -3.052 -0.531 -3.809 -0.4 0.3 0.6
H -3.636 2.340 -3.301 0.0 -0.1 -0.1
H -3.400 1.495 -4.822 -0.2 0.1 0.4
H -1.707 2.824 -5.191 0.1 -0.2 0.3
H -1.731 3.457 -3.583 -0.1 0.0 0.0
H 0.501 2.582 -4.300 -0.1 -1.0 -0.1
H 1.159 1.868 -2.245 -0.8 0.2 0.2
H -1.337 3.174 -1.587 0.3 0.1 -0.2
H -0.269 2.271 -0.499 -0.6 0.3 0.1
H -1.912 0.871 -0.018 -0.1 0.4 0.0
H -2.968 1.960 -0.973 0.2 -0.2 0.4
H 2.434 -1.589 -4.209 0.2 0.5 -0.4
H 2.713 0.228 -4.342 0.4 -0.4 0.0
H 2.505 -0.769 -5.875 0.9 -0.4 0.9
P -0.762 -1.704 -5.932 -1.6 -1.6 -2.1
P 1.023 1.062 -6.781 0.5 1.6 -2.1
C -1.493 0.057 -6.191 -1.9 0.9 -4.2
C -0.794 1.105 -6.880 -1.4 -2.1 0.9
C -0.585 -2.376 -7.566 -0.4 -0.4 0.4
C -1.381 -1.911 -8.606 0.0 -0.3 -0.2
C -1.308 -2.577 -9.825 0.0 0.1 -0.2
C -0.447 -3.664 -9.974 -0.1 0.1 0.1
C 0.297 -4.145 -8.892 0.3 -0.3 -0.1
C 0.238 -3.512 -7.666 -0.5 0.4 0.1
C -1.839 -2.838 -5.030 0.4 0.5 0.1
C -1.610 -3.019 -3.658 -0.1 -0.5 -0.2
C -2.159 -4.127 -3.013 -0.2 0.3 -0.3
C -2.991 -4.993 -3.735 0.1 0.1 -0.1
C -3.282 -4.749 -5.086 -0.2 -0.1 0.3
C -2.710 -3.668 -5.738 0.2 -0.2 0.1
C 1.788 0.958 -8.350 0.3 -0.8 -1.7
C 1.867 -0.250 -9.058 0.2 -0.2 -0.2
C 2.562 -0.325 -10.266 0.1 0.2 -0.3
C 3.167 0.821 -10.810 -0.2 0.1 0.5
C 3.029 2.049 -10.139 0.1 -0.6 -0.5
C 2.322 2.107 -8.947 0.3 0.6 0.1
C 1.746 2.619 -6.151 -0.1 -0.3 -0.3
C 2.998 2.539 -5.525 -0.3 -0.4 -0.1
C 3.479 3.636 -4.831 -0.2 0.4 -0.1
C 2.747 4.832 -4.849 -0.3 -0.2 -0.2
C 1.564 4.939 -5.600 0.3 -0.1 0.1
C 1.058 3.821 -6.263 0.1 0.2 0.2
H -2.601 -0.048 -6.275 0.8 0.7 0.4
H -1.216 1.954 -7.406 -0.8 0.2 0.7
H -2.088 -1.089 -8.450 0.4 -0.4 -0.2
H -1.955 -2.241 -10.635 0.3 -0.2 0.1
H -0.383 -4.166 -10.932 0.0 0.0 0.1
H 0.914 -5.039 -8.984 -0.2 0.3 -0.2
H 0.740 -3.905 -6.771 0.0 0.2 -0.5
H -0.974 -2.320 -3.127 -0.1 -0.2 0.0
H -1.922 -4.309 -1.967 -0.2 0.0 -0.2
H -3.414 -5.869 -3.239 0.1 0.3 -0.2
H -3.939 -5.421 -5.639 0.1 0.2 0.2
H -2.892 -3.478 -6.792 0.0 -0.2 0.1
H 1.381 -1.138 -8.664 0.2 0.0 0.0
H 2.653 -1.277 -10.804 -0.1 0.4 0.3
H 3.740 0.772 -11.745 -0.3 -0.1 0.5
H 3.493 2.946 -10.558 -0.3 -0.3 0.2
H 2.207 3.079 -8.473 0.2 -0.3 0.0
H 3.582 1.612 -5.582 -0.3 0.4 0.1
H 4.420 3.563 -4.291 -0.1 0.1 -0.1
H 3.112 5.692 -4.301 0.0 0.0 -0.1
H 1.040 5.889 -5.675 0.1 -0.1 0.1
H 0.154 3.885 -6.878 0.2 0.1 0.4
C 0.856 -0.839 -1.990 1.1 -0.6 0.8
C 0.646 -0.624 -0.598 -0.3 0.1 0.6
C -0.143 -1.486 0.222 0.1 0.3 0.4
C -0.213 -1.314 1.604 0.1 0.1 0.1
C 0.474 -0.263 2.257 -0.5 -0.5 -1.1
C 1.191 0.623 1.457 0.2 0.1 -0.3
C 1.291 0.443 0.074 0.2 0.2 0.5
H 0.667 -1.841 -2.353 -0.3 0.0 -0.1
H 1.783 -0.426 -2.385 -0.4 0.3 0.0
H -0.667 -2.315 -0.238 0.0 0.0 0.0
H -0.801 -2.000 2.217 0.2 0.1 -0.3
H 0.415 -0.134 3.331 0.0 0.0 -0.1
H 1.687 1.466 1.929 0.1 -0.1 -0.2
H 1.913 1.134 -0.500 -0.1 -0.2 0.2
```
Forces are in eV/Å.

ΔE to the lowest compared entry with this formula, charge and spin	60.8	kcal per mole
gap between HOMO and LUMO (spin up / spin down)	5.65 / 6.29	eV
<S²>	3.80
DFT total energy	-2386.94344	a.u.
spin multiplicity	4
total charge	+2

Mulliken atomic charge list, values in e, 2 entries: 0.080 -0.401